# 1
Here is a molecular structure, C33H68Br16O3P at a distorted geometry from the OMol25 dataset. Energies are from ωB97M-V/def2-TZVPD.

Properties
* F_max: 0.1151 hartree/bohr
* orbital gap: 7.967 eV
* HOMO energy: -10.574 eV
* total charge: +1
* LUMO energy: -2.607 eV

Each line ends with the Mulliken charge.
Atoms and positions in Å:
C  -0.54  1.59  1.41  -0.143
O  -1.97  1.79  1.60  -0.306
C  -2.67  0.99  0.63  -1.030
C  -4.31  1.06  0.83  -0.295
C  -4.94  1.35  -0.60  -0.124
C  -5.86  2.63  -0.67  -0.950
C  -5.29  3.91  0.06  -0.680
C  -4.23  4.71  -0.82  -0.570
P  -3.77  6.34  0.01  0.147
C  -1.90  6.43  0.05  -0.711
C  -1.29  6.03  1.47  -0.385
C  0.23  6.50  1.46  -0.866
C  1.25  5.34  1.88  0.006
C  2.55  5.51  0.99  -0.886
C  3.50  4.23  1.06  -0.796
C  3.75  3.54  -0.33  -0.489
C  2.44  3.31  -1.18  -0.014
O  2.70  2.56  -2.39  -0.407
C  2.97  1.22  -2.12  0.503
C  4.45  0.73  -2.34  -0.630
O  2.13  0.41  -1.77  -0.527
H  -0.13  2.59  1.12  -0.332
H  -0.32  0.84  0.61  0.375
H  -0.07  1.24  2.37  0.240
H  -2.37  1.27  -0.42  0.414
H  -2.33  -0.06  0.78  0.724
H  -4.63  1.74  1.65  0.539
H  -4.62  0.04  1.14  -0.061
H  -4.18  1.38  -1.42  0.540
H  -5.60  0.47  -0.84  -0.426
H  -5.95  2.90  -1.76  0.351
H  -6.91  2.43  -0.32  0.335
H  -6.16  4.62  0.18  0.457
H  -4.89  3.73  1.08  0.411
H  -3.28  4.15  -0.96  0.347
H  -4.72  4.98  -1.79  0.439
H  -4.32  6.44  1.32  0.183
H  -4.19  7.46  -0.76  0.166
H  -1.53  7.46  -0.19  0.577
H  -1.52  5.67  -0.68  0.277
H  -1.88  6.58  2.26  0.494
H  -1.37  4.93  1.69  0.190
H  0.52  6.87  0.43  0.563
H  0.29  7.38  2.16  0.130
H  0.78  4.33  1.77  -0.118
H  1.58  5.56  2.95  0.232
H  3.13  6.36  1.43  0.358
H  2.29  5.79  -0.07  0.436
H  4.50  4.57  1.44  0.319
H  3.07  3.55  1.84  0.401
H  4.44  4.19  -0.94  0.241
H  4.31  2.59  -0.14  0.266
H  1.61  2.82  -0.59  0.084
H  2.05  4.31  -1.52  0.208
H  4.55  0.38  -3.40  0.220
H  4.67  -0.08  -1.60  0.263
H  5.15  1.58  -2.12  0.289
Br  -3.24  -0.22  2.71  -0.020
C  -2.95  -1.77  3.87  -0.731
C  -2.02  -1.44  5.01  -0.579
Br  -0.16  -1.36  4.41  -0.165
H  -2.58  -2.57  3.23  0.392
H  -3.94  -2.03  4.25  0.342
H  -2.04  -2.22  5.76  0.401
H  -2.23  -0.48  5.48  0.351
Br  -7.18  -1.85  -1.89  -0.173
C  -6.89  -3.42  -0.78  -0.372
C  -5.96  -3.12  0.36  -0.683
Br  -4.10  -3.04  -0.24  -0.144
H  -6.53  -4.21  -1.43  0.432
H  -7.88  -3.69  -0.40  0.149
H  -5.98  -3.92  1.10  0.507
H  -6.17  -2.17  0.85  0.256
Br  -0.71  -3.76  -2.60  -0.158
C  1.07  -3.01  -2.39  -0.567
C  2.07  -3.72  -3.27  -0.202
Br  2.56  -5.45  -2.53  -0.093
H  1.32  -3.07  -1.33  0.393
H  0.98  -1.96  -2.68  0.233
H  3.00  -3.15  -3.32  0.004
H  1.70  -3.90  -4.28  0.392
Br  -0.06  6.35  5.05  -0.125
C  0.62  7.66  6.32  -0.549
C  0.74  9.02  5.68  -0.629
Br  2.30  9.13  4.52  -0.130
H  1.57  7.28  6.69  0.379
H  -0.10  7.68  7.13  0.355
H  0.90  9.79  6.44  0.371
H  -0.12  9.29  5.07  0.354
Br  6.11  -2.96  -2.17  -0.135
C  6.49  -2.64  -4.05  -0.609
C  6.56  -3.93  -4.82  -0.413
Br  8.24  -4.86  -4.50  -0.122
H  7.41  -2.06  -4.10  0.517
H  5.66  -2.02  -4.41  0.253
H  6.54  -3.74  -5.90  0.391
H  5.76  -4.63  -4.57  0.099
Br  6.77  -6.76  -1.45  -0.087
C  6.05  -8.40  -2.21  -0.319
C  6.51  -8.60  -3.63  -0.494
Br  5.53  -7.44  -4.86  -0.137
H  4.97  -8.34  -2.11  0.375
H  6.43  -9.20  -1.57  0.073
H  6.30  -9.61  -3.97  0.396
H  7.57  -8.39  -3.78  0.183
Br  9.58  -10.35  -3.40  -0.104
C  9.98  -11.47  -1.86  -0.583
C  9.12  -11.11  -0.68  -0.506
Br  9.74  -9.47  0.18  -0.105
H  11.05  -11.37  -1.66  0.372
H  9.77  -12.49  -2.19  0.350
H  9.19  -11.88  0.09  0.361
H  8.08  -10.95  -0.94  0.254
Br  -9.29  -2.73  2.05  -0.125
C  -10.35  -2.33  0.46  -0.577
C  -11.82  -2.23  0.79  -0.627
Br  -12.61  -4.00  1.04  -0.132
H  -10.13  -3.10  -0.28  0.370
H  -9.98  -1.37  0.10  0.353
H  -12.37  -1.79  -0.04  0.374
H  -12.02  -1.67  1.70  0.386

---

# 2
Here is a molecular structure, C33H69BClFeGeI2N6O5Si3 at a distorted geometry from the OMol25 dataset. Energies are from ωB97M-V/def2-TZVPD.

Properties
* spin multiplicity: 5
* F_max: 0.0329 hartree/bohr
* orbital gap (spin up / spin down): 6.267 / 6.223 eV
* HOMO energy (spin up / spin down): -11.016 / -10.995 eV
* total charge: +1
* LUMO energy (spin up / spin down): -4.749 / -4.772 eV
* expectation value of S²: 6.01

Each line ends with the Mulliken charge.
Atoms and positions in Å:
Fe  0.24  -0.17  1.37  2.308
C  -3.08  3.44  2.92  -1.549
C  -2.97  2.11  2.25  0.454
C  -3.84  1.49  1.36  -0.839
C  -3.26  0.23  1.08  -0.983
N  -2.09  0.13  1.72  0.104
N  -1.95  1.28  2.46  0.981
B  -0.96  1.27  3.65  -0.127
N  0.31  2.08  3.32  0.486
N  0.70  2.41  2.04  0.478
C  1.67  3.32  2.18  -0.794
C  1.92  3.55  3.54  -1.112
C  1.04  2.75  4.23  0.325
C  0.85  2.59  5.70  -1.504
C  2.31  4.14  1.07  2.895
C  3.81  4.31  1.36  -1.653
C  2.11  3.53  -0.32  -1.905
C  1.64  5.52  1.08  -1.952
N  -0.61  -0.20  3.93  1.507
N  0.58  -0.74  3.51  -1.374
C  0.71  -1.92  4.15  -0.534
C  -0.43  -2.13  4.96  -0.826
C  -1.23  -1.02  4.78  0.246
C  -2.57  -0.71  5.38  -1.418
C  1.94  -2.79  4.15  2.345
C  2.96  -2.36  3.11  -1.258
C  1.54  -4.25  3.88  -1.643
C  2.57  -2.70  5.55  -1.834
C  -3.91  -0.91  0.31  2.567
C  -3.24  -2.24  0.68  -1.608
C  -5.39  -0.97  0.71  -1.987
C  -3.83  -0.66  -1.20  -1.658
H  -3.84  4.04  2.42  0.473
H  -3.38  3.32  3.96  0.256
H  -2.13  3.97  2.90  0.192
H  -4.78  1.88  1.01  0.546
H  -1.50  1.75  4.61  -0.134
H  2.64  4.23  3.98  0.529
H  1.65  3.09  6.23  0.436
H  -0.10  3.02  6.02  0.252
H  0.83  1.53  5.98  0.206
H  4.28  3.35  1.57  0.188
H  4.31  4.75  0.49  0.417
H  3.97  4.97  2.21  0.348
H  1.08  3.64  -0.67  0.207
H  2.76  4.05  -1.04  0.506
H  2.37  2.47  -0.34  0.064
H  1.73  5.99  2.06  0.419
H  2.12  6.18  0.35  0.455
H  0.58  5.45  0.83  0.339
H  -0.64  -2.98  5.59  0.571
H  -2.99  -1.60  5.84  0.427
H  -2.48  0.07  6.14  0.261
H  -3.26  -0.34  4.61  0.185
H  3.19  -1.29  3.21  0.243
H  2.58  -2.55  2.11  0.073
H  3.89  -2.93  3.23  0.403
H  1.06  -4.35  2.90  0.216
H  2.42  -4.89  3.90  0.454
H  0.84  -4.62  4.64  0.355
H  2.89  -1.67  5.76  0.367
H  1.86  -3.00  6.32  0.373
H  3.45  -3.35  5.61  0.455
H  -3.51  -2.53  1.70  0.321
H  -3.57  -3.03  -0.01  0.460
H  -2.16  -2.17  0.62  -0.067
H  -5.50  -0.96  1.79  0.367
H  -5.95  -0.13  0.29  0.355
H  -5.84  -1.89  0.33  0.475
H  -2.79  -0.69  -1.55  0.115
H  -4.39  -1.44  -1.72  0.580
H  -4.27  0.30  -1.45  0.312
O  -0.36  1.37  -0.24  -0.213
H  -1.33  1.34  -0.17  0.016
H  -0.06  2.06  0.40  0.477
I  2.66  -0.40  0.31  -0.128
I  5.13  0.72  0.49  -0.149
O  0.45  -2.49  0.65  -0.517
Cl  0.14  -2.70  -0.78  0.804
O  1.34  -3.01  -1.50  -0.488
O  -0.84  -3.71  -0.93  -0.630
O  -0.36  -1.36  -1.32  -1.146
C  -2.61  -3.14  -3.80  -0.839
Si  -0.93  -2.77  -4.55  0.508
C  0.18  -4.28  -4.51  -0.896
C  -1.27  -2.32  -6.34  -1.212
Ge  0.32  -0.86  -3.52  0.595
Si  -0.40  1.44  -4.15  0.908
C  -1.53  2.57  -3.17  -0.891
C  -1.33  0.94  -5.70  -1.247
C  1.03  2.47  -4.76  -1.222
Si  2.71  -1.26  -4.09  0.849
C  3.57  -2.78  -3.44  -1.045
C  3.70  0.29  -3.76  -0.583
C  2.41  -1.38  -5.94  -1.038
H  -3.00  -4.06  -4.26  0.488
H  -3.31  -2.33  -4.00  0.266
H  -2.56  -3.30  -2.73  0.025
H  -0.43  -5.18  -4.61  0.426
H  0.73  -4.35  -3.58  0.164
H  0.90  -4.27  -5.34  0.318
H  -1.58  -3.24  -6.86  0.440
H  -0.41  -1.91  -6.87  0.325
H  -2.09  -1.60  -6.43  0.322
H  -2.30  2.05  -2.61  0.093
H  -2.04  3.22  -3.90  0.501
H  -0.96  3.22  -2.49  0.177
H  -2.22  0.34  -5.48  0.225
H  -0.69  0.35  -6.37  0.313
H  -1.65  1.83  -6.25  0.528
H  1.56  3.01  -3.97  0.221
H  0.61  3.22  -5.44  0.436
H  1.76  1.89  -5.33  0.348
H  4.50  -2.50  -2.93  0.408
H  3.81  -3.46  -4.25  0.406
H  2.94  -3.31  -2.72  0.199
H  4.07  0.31  -2.73  -0.004
H  3.13  1.20  -3.94  0.008
H  4.58  0.31  -4.42  0.402
H  1.76  -2.22  -6.20  0.164
H  3.37  -1.53  -6.45  0.483
H  1.96  -0.46  -6.34  0.261